Entry 1:
{"formula": "C29H50Al2BrCl6F4N2O5", "method": "ωB97M-V/def2-TZVPD", "e_homo_ev": -3.93, "charge": -1, "elements": ["C", "N", "C", "C", "C", "C", "C", "C", "O", "C", "O", "O", "C", "O", "H", "H", "H", "H", "H", "H", "H", "H", "H", "H", "H", "H", "H", "H", "H", "H", "H", "C", "Cl", "Cl", "Cl", "Cl", "Al", "Cl", "C", "C", "C", "C", "N", "H", "H", "H", "H", "H", "H", "H", "C", "C", "C", "C", "C", "C", "H", "H", "H", "H", "H", "H", "C", "C", "O", "C", "H", "H", "H", "H", "H", "H", "C", "C", "C", "C", "C", "C", "H", "H", "H", "H", "H", "H", "H", "H", "H", "H", "H", "H", "H", "H", "Br", "F", "Al", "F", "F", "F", "Cl"], "xyz": [[-0.75451, -2.71789, 0.33904], [-2.18627, -2.69788, 0.01751], [-2.53342, -1.83340, -1.11141], [-3.01380, -0.45189, -0.66884], [-2.69466, 0.59831, -1.72689], [-1.28929, 1.21483, -1.66735], [-0.64933, 1.84617, -0.37964], [-1.03962, 3.29558, 0.07784], [-2.38186, 3.82780, -0.23166], [-3.04039, 4.26457, 0.75729], [-2.43115, 5.20203, 1.62986], [-4.47627, -0.55555, -0.59405], [-4.98346, 0.41088, 0.10793], [-4.75434, 0.60578, 1.22506], [-0.64871, -2.56372, 1.41322], [-0.31708, -3.69834, 0.05518], [-0.19192, -1.90575, -0.11918], [-2.68375, -2.38057, 0.83207], [-3.33050, -2.33125, -1.65840], [-1.69466, -1.77591, -1.79596], [-2.65185, -0.18907, 0.31829], [-3.45580, 1.37809, -1.72867], [-2.76047, 0.10571, -2.69434], [-0.56876, 0.48130, -2.00866], [-1.28198, 2.02182, -2.40043], [0.40441, 1.93272, -0.63086], [-0.69004, 1.19300, 0.47061], [-0.80911, 3.41821, 1.12842], [-0.33769, 3.92295, -0.46402], [-4.10455, 4.08846, 0.79928], [-5.67273, 1.09038, -0.41733], [-0.29390, 0.83768, 3.60223], [0.62964, -0.31710, 2.67329], [-1.89872, 0.84068, 2.85278], [-0.39558, 0.38845, 5.30111], [0.44717, 2.45196, 3.46336], [-0.28655, -5.12740, 1.69230], [1.86478, -5.58973, 2.93146], [-3.08550, 9.53625, -0.40961], [-1.80457, 9.68910, 0.40504], [-0.81465, 8.53267, 0.18886], [-1.41402, 7.27109, 0.58878], [-1.87597, 6.29028, 0.89800], [-3.64394, 8.64296, -0.12089], [-3.73931, 10.39042, -0.24878], [-2.86786, 9.47322, -1.47668], [-2.05989, 9.76087, 1.46312], [-1.31262, 10.62092, 0.13087], [0.09022, 8.68462, 0.77929], [-0.52424, 8.46070, -0.86070], [5.73997, 1.60194, 2.74255], [4.55652, 0.92746, 3.02922], [4.34823, -0.36544, 2.57139], [5.33104, -1.02740, 1.82093], [6.51417, -0.33604, 1.55635], [6.71617, 0.96982, 2.00439], [5.89463, 2.61556, 3.09933], [3.78543, 1.41897, 3.61525], [3.42677, -0.86336, 2.79610], [5.19049, -2.06164, 1.44138], [7.29522, -0.82638, 0.98635], [7.64319, 1.48594, 1.77636], [2.03317, -4.97648, 6.11267], [1.94608, -4.60819, 7.56954], [1.22494, -3.72024, 7.96626], [2.80499, -5.40095, 8.53062], [1.37516, -4.33865, 5.53319], [3.05339, -4.84098, 5.75334], [1.72750, -6.01318, 5.97143], [3.85817, -5.28213, 8.27312], [2.53194, -6.45634, 8.49046], [2.64698, -5.03498, 9.54334], [1.38309, -1.66009, -2.62244], [0.84888, -0.81223, -3.78063], [-0.50721, -1.26735, -4.32307], [-0.56613, -2.67160, -4.91844], [0.39977, -2.93710, -6.06604], [0.14829, -2.05390, -7.28705], [1.57152, -2.68937, -2.92454], [2.32221, -1.24735, -2.25692], [0.68035, -1.67327, -1.78515], [1.59411, -0.78938, -4.58087], [0.73669, 0.22312, -3.43437], [-0.83822, -0.53893, -5.07430], [-1.24366, -1.21940, -3.51023], [-1.58693, -2.85579, -5.26567], [-0.38475, -3.40570, -4.13052], [0.29694, -3.98194, -6.36248], [1.43358, -2.81367, -5.73164], [-0.86825, -2.19193, -7.66302], [0.84019, -2.31111, -8.09166], [0.28973, -0.99433, -7.05836], [3.13915, -2.37910, 0.84553], [-1.65814, -6.23282, -2.52686], [-1.03925, -6.77374, -4.02402], [-1.81799, -5.93243, -5.28874], [-1.31900, -8.44162, -4.19308], [0.62727, -6.46000, -4.09309], [-4.11727, 2.60869, 2.23637]]}

=====

Entry 2:
{"formula": "H4N4", "method": "ωB97M-V/def2-TZVPD", "e_homo_ev": -8.99, "de_lowest_kcal_mol": 96.5, "elements": ["N", "N", "N", "N", "H", "H", "H", "H"], "xyz": [[-0.93579, -0.36118, -1.03452], [-0.15492, -1.02201, 1.04877], [0.51195, 0.91720, 0.12126], [-0.20462, -0.22099, 0.03973], [-1.45280, -1.25084, -0.87245], [0.57888, -0.57731, 1.52096], [0.18360, 1.83198, -0.75725], [1.47369, 0.68316, -0.06650]]}